Entry 1:
The following is a DFT calculation (ωB97M-V with the def2-TZVPD basis set) of C5H8N2 as an isolated structure in a non-equilibrium geometry.

Last column: Löwdin charge in e.
Positions of all 15 atoms, in Å:
N 0.902 0.170 -0.779  0.048
N 2.848 -1.351 -1.194  0.158
C 1.915 -0.691 -0.990  -0.318
C 1.042 0.440 1.139  0.155
C -0.986 1.416 0.080  -0.058
C -0.971 -1.105 0.388  -0.029
C -0.150 0.165 0.295  -0.659
H 0.922 0.994 -1.366  0.153
H 1.459 -0.567 1.374  0.030
H -1.594 1.579 0.973  0.093
H -1.646 1.340 -0.791  0.086
H -0.324 2.283 -0.016  0.083
H -1.727 -1.155 -0.403  0.085
H -0.346 -2.001 0.343  0.083
H -1.492 -1.103 1.353  0.092

Atoms 1-3, force components in eV/Å:
N 0.30 0.11 0.00
N -1.03 0.44 0.10
C 0.73 -0.65 -0.10

Energy relative to the best compared isomer or geometry (same formula, charge and spin): 437.2 kJ/mol
Net charge: 0
Kohn-Sham gap: 9.320 eV

=====

Entry 2:
The following is a DFT calculation (ωB97M-V with the def2-TZVPD basis set) of one molecule with the formula C5H8N2.

Last column: Löwdin charge in e.
Positions of all 15 atoms, in Å:
N 0.148 0.249 0.928  -0.071
N 2.654 -0.647 -1.426  0.135
C -0.576 1.258 0.153  -0.098
C -1.971 -0.949 0.306  -0.056
C 1.558 0.153 0.729  -0.128
C -0.746 -0.188 -0.130  -0.348
C 2.135 -0.209 -0.396  -0.184
H 0.006 1.847 -0.556  0.108
H -0.276 -0.548 -1.049  0.130
H -1.729 -2.001 0.491  0.077
H -1.343 1.806 0.695  0.105
H -2.754 -0.903 -0.459  0.076
H 2.179 0.411 1.581  0.107
H -2.364 -0.523 1.235  0.079
H 2.886 0.094 -2.091  0.070

Atoms 1-3, force components in eV/Å:
N 0.06 -0.07 0.07
N -0.23 0.23 0.48
C -0.10 0.25 -0.07

SMILES string: C[C@H]1CN1C=C=N
Energy relative to the best compared isomer or geometry (same formula, charge and spin): 269.0 kJ/mol
Net charge: 0
Kohn-Sham gap: 9.482 eV

=====

Entry 3:
The following is a DFT calculation (ωB97M-V with the def2-TZVPD basis set) of one molecule with the formula C5H8N2.

Last column: Löwdin charge in e.
Positions of all 15 atoms, in Å:
N -0.702 1.160 -1.234  0.046
N -0.769 -2.259 2.060  0.136
C -0.523 1.467 0.185  -0.123
C 0.046 0.225 -0.396  -0.535
C -0.755 -1.673 0.978  -0.175
C 1.549 0.128 -0.574  -0.032
C -0.653 -1.089 -0.192  -0.050
H -1.083 -1.585 -1.058  0.116
H -0.062 1.713 -1.799  0.091
H -1.429 1.419 0.784  0.103
H -1.589 -2.059 2.631  0.070
H 2.009 -0.328 0.310  0.085
H 0.171 2.259 0.467  0.106
H 1.997 1.119 -0.722  0.080
H 1.794 -0.499 -1.438  0.083

Atoms 1-3, force components in eV/Å:
N 0.07 0.08 -0.24
N 0.00 0.32 -0.54
C 0.00 0.10 0.30

SMILES string: C[C@@]1(C=C=N)CN1
Energy relative to the best compared isomer or geometry (same formula, charge and spin): 229.6 kJ/mol
Net charge: 0
Kohn-Sham gap: 9.834 eV

=====

Entry 4:
The following is a DFT calculation (ωB97M-V with the def2-TZVPD basis set) of a 2-piece molecular cluster, C5H8N2 overall in a non-equilibrium geometry.

Last column: Löwdin charge in e.
Positions of all 15 atoms, in Å:
N -2.466 0.091 0.046  -0.145
N -3.310 1.189 -0.220  -0.005
C -1.100 0.359 -0.027  -0.183
C -0.203 -0.575 -0.003  0.002
C 4.028 0.579 0.069  -0.140
C 0.844 -1.557 0.067  -0.125
C 3.359 -0.084 -0.659  -0.081
H -3.140 1.797 0.568  0.061
H 1.284 -1.462 1.114  0.102
H -2.733 1.673 -0.966  0.089
H -2.737 -0.702 -0.425  0.088
H 4.530 1.195 0.798  -0.005
H -0.730 1.427 0.351  0.175
H 0.661 -2.715 -0.084  0.140
H 1.714 -1.216 -0.630  0.026

Atoms 1-3, force components in eV/Å:
N 0.57 1.49 1.70
N 1.65 1.08 -1.64
C 1.28 1.33 1.93

Energy relative to the best compared isomer or geometry (same formula, charge and spin): 1004.1 kJ/mol
Net charge: 0
Kohn-Sham gap (spin up / spin down): 5.221 / 8.111 eV

=====

Entry 5:
The following is a DFT calculation (ωB97M-V with the def2-TZVPD basis set) of a 2-piece molecular cluster, C5H8N2 overall in a non-equilibrium geometry.

Last column: Löwdin charge in e.
Positions of all 15 atoms, in Å:
N 2.924 -1.799 0.685  0.148
N -0.125 1.356 1.639  -0.031
C 0.112 -0.041 -0.739  -0.174
C -0.521 -2.264 0.315  0.065
C 0.679 0.273 -1.883  0.024
C 0.429 -1.356 0.059  -0.306
C 1.842 -1.727 0.274  -0.199
H 0.870 1.353 1.220  0.060
H -1.570 -2.101 0.138  0.068
H 1.237 -0.526 -2.323  0.064
H 0.419 1.041 -2.525  0.036
H -0.777 0.394 -0.242  0.084
H -0.140 -3.298 0.657  0.108
H -0.267 0.617 2.353  0.026
H -0.042 2.066 2.407  0.028

Atoms 1-3, force components in eV/Å:
N -0.93 -0.26 -0.77
N 1.52 1.22 2.09
C -1.36 -1.69 2.06

SMILES string: C=CC(=C)C#N.N
Energy relative to the best compared isomer or geometry (same formula, charge and spin): 275.7 kJ/mol
Net charge: 0
Kohn-Sham gap: 9.980 eV

=====

Entry 6:
The following is a DFT calculation (ωB97M-V with the def2-TZVPD basis set) of one molecule with the formula C5H8N2 in a non-equilibrium geometry.

Last column: Löwdin charge in e.
Positions of all 15 atoms, in Å:
N 2.689 1.805 0.336  0.143
N -0.917 -1.367 -0.539  0.049
C -0.188 -0.197 -0.067  -0.534
C -0.636 -1.233 0.892  -0.114
C 2.059 0.917 -0.052  -0.222
C 1.258 -0.205 -0.558  -0.114
C -0.870 1.153 -0.054  -0.029
H -0.856 1.613 -1.048  0.090
H 1.264 -0.166 -1.655  0.130
H -0.370 1.836 0.640  0.083
H -1.452 -0.979 1.566  0.109
H -1.914 1.054 0.263  0.084
H 0.068 -1.962 1.288  0.104
H 1.750 -1.140 -0.268  0.125
H -1.885 -1.130 -0.743  0.095

Atoms 1-3, force components in eV/Å:
N -0.65 -0.88 -0.36
N -0.18 -0.02 -0.18
C 0.05 0.17 0.04

SMILES string: C[C@@]1(CC#N)CN1
Energy relative to the best compared isomer or geometry (same formula, charge and spin): 121.4 kJ/mol
Net charge: 0
Kohn-Sham gap: 10.881 eV

=====

Entry 7:
The following is a DFT calculation (ωB97M-V with the def2-TZVPD basis set) of a 2-piece molecular cluster, C5H8N2 overall in a non-equilibrium geometry.

Last column: Löwdin charge in e.
Positions of all 15 atoms, in Å:
N -0.378 0.830 -0.785  -0.173
N -1.963 -1.973 0.657  0.159
C 1.372 -0.551 1.114  -0.060
C -1.063 -0.386 -1.242  -0.190
C -1.525 -1.293 -0.171  -0.169
C 0.324 -0.010 -1.485  -0.038
C -0.531 1.748 0.134  0.002
H -1.824 -0.267 -2.017  0.134
H 1.295 -0.171 -1.911  0.118
H 0.596 0.212 0.988  -0.021
H 1.083 -1.518 0.692  0.026
H 1.486 -0.649 2.189  0.025
H 2.312 -0.212 0.666  0.033
H -1.474 1.816 0.655  0.076
H 0.310 2.390 0.364  0.078

Atoms 1-3, force components in eV/Å:
N 0.10 -0.10 0.04
N 0.49 0.68 -0.91
C 0.10 -0.03 0.31

Energy relative to the best compared isomer or geometry (same formula, charge and spin): 479.4 kJ/mol
Net charge: 0
Kohn-Sham gap: 8.710 eV

=====

Entry 8:
The following is a DFT calculation (ωB97M-V with the def2-TZVPD basis set) of one molecule with the formula C5H8N2 in a non-equilibrium geometry.

Last column: Löwdin charge in e.
Positions of all 15 atoms, in Å:
N 0.244 -0.082 0.607  -0.127
N 2.145 1.082 0.352  0.061
C 2.180 0.162 -0.576  -0.129
C 0.983 0.927 1.070  -0.130
C -1.075 -0.515 0.614  -0.159
C 1.017 -0.723 -0.425  -0.155
C -1.978 0.039 -0.457  -0.122
H 1.252 -1.765 -0.193  0.132
H -1.580 -0.520 1.565  0.079
H -3.004 -0.352 -0.509  0.072
H 0.174 -0.950 -1.130  0.124
H -1.592 -0.075 -1.468  0.053
H 2.951 0.055 -1.336  0.104
H 0.637 1.571 1.868  0.121
H -2.076 1.135 -0.358  0.075

Atoms 1-3, force components in eV/Å:
N -0.40 -0.97 -0.53
N -0.30 0.24 0.60
C -0.18 0.01 -0.33

Energy relative to the best compared isomer or geometry (same formula, charge and spin): 387.2 kJ/mol
Net charge: 0
Kohn-Sham gap (spin up / spin down): 8.157 / 6.387 eV

=====

Entry 9:
The following is a DFT calculation (ωB97M-V with the def2-TZVPD basis set) of one molecule with the formula C5H8N2.

Last column: Löwdin charge in e.
Positions of all 15 atoms, in Å:
N -2.314 -1.467 0.361  0.079
N 0.046 -1.496 0.003  0.065
C -0.763 0.570 0.201  -0.007
C 1.616 1.766 -0.224  -0.069
C -1.098 -0.766 0.189  -0.387
C 0.655 0.641 0.007  -0.308
C 1.115 -0.637 -0.087  -0.113
H 2.146 -0.918 -0.253  0.114
H -3.023 -0.872 0.772  0.078
H 1.402 2.664 0.361  0.072
H 2.617 1.387 0.022  0.072
H 1.657 2.052 -1.282  0.075
H -1.461 1.391 0.336  0.101
H 0.079 -2.495 0.114  0.148
H -2.674 -1.819 -0.521  0.081

Atoms 1-3, force components in eV/Å:
N -0.09 0.14 -0.06
N -0.18 -0.08 0.15
C -0.02 -0.01 -0.07

SMILES string: Cc1c[nH]c(N)c1
Energy relative to the best compared isomer or geometry (same formula, charge and spin): 21.4 kJ/mol
Net charge: 0
Kohn-Sham gap: 8.600 eV

=====

Entry 10:
The following is a DFT calculation (ωB97M-V with the def2-TZVPD basis set) of one molecule with the formula C5H8N2 in a non-equilibrium geometry.

Last column: Löwdin charge in e.
Positions of all 15 atoms, in Å:
N -3.248 1.248 0.207  0.138
N -0.305 1.209 0.089  0.125
C 0.812 -0.546 -1.380  -0.020
C 1.106 -0.244 1.157  -0.037
C 0.233 -0.089 -0.082  -0.640
C -2.340 0.557 -0.002  -0.287
C -1.196 -0.243 0.302  -0.063
H 1.404 -1.268 1.371  0.084
H -1.346 -0.775 1.254  0.139
H 1.633 0.129 -1.635  0.090
H 1.204 -1.559 -1.262  0.089
H 1.983 0.386 0.984  0.093
H 0.056 -0.544 -2.170  0.090
H -0.575 1.555 -0.851  0.109
H 0.578 0.184 2.018  0.092

Atoms 1-3, force components in eV/Å:
N 0.26 -0.57 -0.81
N 0.66 0.11 0.40
C 0.11 -0.02 -0.17

SMILES string: CC1(C)N[C@H]1C#N
Energy relative to the best compared isomer or geometry (same formula, charge and spin): 357.9 kJ/mol
Net charge: 0
Kohn-Sham gap: 9.890 eV

=====

Entry 11:
The following is a DFT calculation (ωB97M-V with the def2-TZVPD basis set) of C5H8N2 as an isolated structure in a non-equilibrium geometry.

Last column: Löwdin charge in e.
Positions of all 15 atoms, in Å:
N -0.780 -0.947 0.225  0.010
N -1.789 2.061 -1.532  0.139
C 0.435 0.408 -0.931  0.021
C 1.591 -0.834 0.994  -0.056
C 0.344 -0.104 0.516  -0.473
C -1.839 -0.178 0.128  -0.166
C -1.180 1.214 -1.001  -0.277
H 1.791 -1.700 0.358  0.083
H 2.468 -0.174 0.992  0.079
H 0.013 -0.242 -1.687  0.091
H 1.436 -1.187 2.019  0.080
H 1.486 0.651 -1.247  0.118
H 0.123 0.745 1.195  0.142
H -2.718 -0.565 -0.376  0.099
H -2.050 0.528 0.938  0.111

Atoms 1-3, force components in eV/Å:
N -0.82 0.13 0.14
N 0.36 -0.96 0.62
C -1.09 0.71 -0.12

Energy relative to the best compared isomer or geometry (same formula, charge and spin): 440.3 kJ/mol
Net charge: 0
Kohn-Sham gap (spin up / spin down): 8.546 / 8.545 eV

=====

Entry 12:
The following is a DFT calculation (ωB97M-V with the def2-TZVPD basis set) of C5H8N2 as an isolated structure in a non-equilibrium geometry.

Last column: Löwdin charge in e.
Positions of all 15 atoms, in Å:
N 2.520 -0.921 -0.223  0.170
N -0.799 -0.030 -0.055  -0.097
C 1.615 -0.277 -0.475  -0.259
C 0.394 0.431 -0.590  -0.285
C 0.810 1.999 0.540  0.028
C -1.524 -1.180 -0.645  -0.137
C -0.925 -1.332 0.715  -0.099
H -2.584 -1.149 -0.660  0.079
H 1.502 2.610 -0.105  0.053
H 1.252 1.438 1.375  0.036
H 0.343 0.908 -1.548  0.119
H -1.380 -1.422 1.757  0.131
H -0.055 2.595 0.938  0.052
H -0.065 -1.936 0.526  0.072
H -1.103 -1.732 -1.551  0.136

Atoms 1-3, force components in eV/Å:
N 1.44 -0.76 0.11
N -2.78 -2.44 0.85
C -0.62 -0.48 0.33

Energy relative to the best compared isomer or geometry (same formula, charge and spin): 379.8 kJ/mol
Net charge: 0
Kohn-Sham gap: 10.160 eV